1.
{
  "formula": "C2H14OSi4",
  "method": "the ωB97M-V functional and the def2-TZVPD basis",
  "elements": ["C", "C", "O", "Si", "Si", "Si", "Si", "H", "H", "H", "H", "H", "H", "H", "H", "H", "H", "H", "H", "H", "H"],
  "coordinates": [[-2.554, 1.259, 2.007], [-2.515, 0.689, 0.542], [-1.254, 0.295, 0.106], [-0.100, 1.423, -0.147], [1.646, -0.138, -0.989], [2.060, -1.571, 0.700], [1.717, -1.489, -2.835], [-2.008, 0.595, 2.617], [-2.037, 2.219, 2.091], [-3.506, 1.380, 2.389], [-2.847, 1.496, -0.089], [-3.180, -0.063, 0.588], [-0.859, 2.370, -0.996], [0.114, 2.260, 0.944], [2.829, 0.743, -0.733], [3.440, -1.910, 0.495], [1.469, -2.942, 0.849], [1.817, -1.197, 2.249], [2.526, -0.941, -3.968], [2.784, -2.494, -2.514], [0.456, -1.986, -3.309]],
  "lowdin_charge": [-0.062, -0.319, -0.388, 0.456, 0.147, 0.327, 0.404, 0.061, 0.060, 0.045, 0.092, 0.073, -0.046, -0.079, -0.106, -0.138, -0.116, -0.073, -0.116, -0.099, -0.122],
  "orbital_gap_ev": 10.22,
  "relative_energy_kcal_mol": 7.9,
  "mol_weight_da": 166.48,
  "fmax_ev_per_a": 4.273,
  "charge": 0
}

2.
{
  "formula": "C2H15N2O4",
  "method": "the ωB97M-V functional and the def2-TZVPD basis",
  "elements": ["C", "N", "C", "N", "H", "H", "H", "H", "H", "H", "H", "H", "H", "O", "H", "H", "O", "H", "H", "O", "H", "H", "O"],
  "coordinates": [[2.166, 1.110, -1.015], [0.463, -1.387, 0.910], [1.414, -0.863, 0.158], [1.819, 0.483, 0.305], [2.050, 0.446, -1.879], [3.223, 1.412, -0.940], [1.352, 2.060, -0.962], [-0.277, -0.763, 1.464], [0.386, -2.391, 0.723], [1.949, -1.412, -0.617], [1.457, 0.963, 1.117], [-1.452, 0.252, -2.109], [-1.625, 1.156, -0.841], [-1.409, 0.232, -1.049], [-1.316, 3.211, 2.237], [-1.977, 3.169, 0.830], [-1.275, 2.829, 1.322], [-2.032, 0.161, 2.359], [-1.561, 1.136, 1.233], [-1.452, 0.194, 1.488], [-0.390, -4.010, -2.042], [-1.147, -2.805, -2.502], [-0.376, -2.973, -1.940]],
  "lowdin_charge": [-0.133, 0.012, -0.364, -0.126, 0.053, 0.049, 0.111, 0.069, 0.079, 0.083, 0.087, 0.115, 0.003, -0.126, 0.100, 0.020, -0.034, 0.137, -0.007, -0.131, 0.093, 0.020, -0.112],
  "orbital_gap_ev": [2.83, 7.46],
  "relative_energy_kcal_mol": 56.1,
  "mol_weight_da": 131.15,
  "fmax_ev_per_a": 4.881,
  "charge": 0,
  "multiplicity": 2
}

3.
{
  "formula": "C2H15NO4",
  "method": "the ωB97M-V functional and the def2-TZVPD basis",
  "elements": ["C", "N", "C", "H", "H", "H", "H", "H", "H", "H", "O", "H", "H", "O", "H", "H", "O", "H", "H", "O", "H", "H"],
  "coordinates": [[1.899, -0.595, 0.404], [2.144, 0.766, -0.057], [1.172, 1.167, -1.077], [0.905, -0.673, 0.847], [1.966, -1.384, -0.357], [2.616, -0.780, 1.206], [3.086, 0.914, -0.384], [1.067, 0.384, -1.842], [1.474, 2.111, -1.533], [0.195, 1.386, -0.656], [0.794, 2.479, 1.916], [-0.086, 2.069, 1.901], [1.328, 1.999, 1.257], [-1.618, 0.511, 1.330], [-1.725, 1.238, 1.951], [-2.461, 0.349, 0.888], [-0.928, -2.621, -1.991], [-0.220, -2.073, -2.352], [-0.873, -3.449, -2.487], [-2.903, -1.381, -0.349], [-3.706, -1.839, -0.095], [-2.335, -1.993, -0.854]],
  "lowdin_charge": [-0.131, -0.199, -0.134, 0.073, 0.069, 0.080, 0.103, 0.067, 0.083, 0.064, -0.080, -0.006, -0.012, -0.065, 0.030, 0.018, -0.046, 0.047, 0.059, -0.064, 0.039, 0.005],
  "orbital_gap_ev": 9.47,
  "relative_energy_kcal_mol": 22.2,
  "mol_weight_da": 117.14,
  "fmax_ev_per_a": 1.052,
  "charge": 0
}